(1)
51
Properties=species:S:1:pos:R:3:forces:R:3:lowdin_charge:R:1 method="wB97M-V/def2-TZVPD" lumo_energy_ev=-3.794 homo_ev=-12.59 homo_lumo_gap_ev=8.80 fmax_ha_per_bohr=0.095 charge=+1 energy_ha=-1749.990436
C -2.165 -2.712 2.628 -0.07 0.49 -1.05 -0.086
C -2.593 -1.174 2.492 0.52 -1.52 0.42 -0.133
C -1.273 -0.313 2.580 -1.14 0.04 1.45 -0.229
F -0.146 -1.056 2.995 -1.15 0.79 -1.01 0.014
N -0.946 0.481 1.380 0.46 0.37 0.45 0.110
C -0.366 1.753 1.607 0.87 0.49 -4.77 -0.183
N -0.020 2.431 2.830 -2.26 -0.10 -0.57 0.116
C -1.018 3.133 3.125 -1.19 0.33 0.31 -0.688
S -2.369 3.923 3.427 2.38 -1.08 -0.28 0.830
C -0.128 2.269 0.284 -0.15 0.12 3.26 -0.110
C 0.548 3.656 0.100 0.32 -1.02 -0.06 0.008
N -0.564 1.301 -0.643 -0.44 -0.13 1.74 0.093
C -0.413 1.526 -2.089 1.35 -0.22 -1.22 -0.269
C 0.311 0.322 -2.813 -0.20 -0.36 0.08 0.006
F -1.622 1.885 -2.685 0.96 -0.57 0.80 0.030
C -1.067 0.201 0.041 0.31 0.46 0.27 -0.100
C -1.613 -1.102 -0.590 0.22 0.19 -1.22 -0.065
C -2.879 -0.874 -1.529 -0.29 0.24 -0.01 -0.130
C -4.100 -0.209 -0.790 -0.42 -1.05 -0.46 -0.183
F -4.895 0.501 -1.725 1.05 -0.41 1.02 -0.062
H -1.754 -2.892 3.648 -0.50 -0.06 -0.89 0.088
H -3.012 -3.395 2.354 0.68 0.70 0.65 0.091
H -1.350 -2.931 1.877 -0.71 0.13 0.93 0.070
H -3.283 -0.960 3.356 0.89 0.14 -0.87 0.128
H -3.180 -0.990 1.559 0.67 -0.08 0.79 0.077
H -1.435 0.433 3.408 0.40 -0.60 -1.02 0.157
H 1.222 3.794 0.993 -0.75 -0.17 -0.91 0.102
H 1.221 3.609 -0.791 -0.65 0.45 0.66 0.085
H -0.173 4.514 0.076 0.57 -0.89 -0.27 0.104
H 0.283 2.403 -2.206 -1.00 -0.73 0.41 0.151
H -0.391 -0.299 -3.426 0.48 0.73 0.49 0.097
H 0.801 -0.380 -2.080 -0.42 0.94 -0.64 0.073
H 1.118 0.713 -3.480 -0.82 -0.27 0.51 0.098
H -1.801 -1.928 0.133 0.25 1.06 -0.29 0.102
H -0.803 -1.479 -1.282 -0.76 0.31 0.86 0.117
H -3.235 -1.868 -1.923 0.62 0.95 0.44 0.133
H -2.603 -0.259 -2.433 -0.30 -0.48 1.09 0.105
H -3.810 0.435 0.084 -0.31 -0.20 -1.06 0.112
H -4.762 -1.048 -0.428 0.62 0.98 -0.06 0.131
C 3.326 -0.587 -0.267 -0.15 -0.22 -0.03 0.002
C 3.375 -1.898 -0.490 -0.22 0.19 0.08 0.021
C 4.578 -2.532 -1.081 0.17 -0.31 -0.09 -0.383
O 4.622 -3.725 -1.286 -0.09 0.16 0.04 0.124
C 5.721 -1.650 -1.411 0.08 0.22 0.00 0.032
C 5.670 -0.337 -1.187 0.09 -0.17 -0.06 0.026
C 4.469 0.294 -0.597 0.14 0.29 0.03 -0.390
O 4.418 1.491 -0.390 -0.15 -0.12 -0.05 0.099
H 2.455 -0.106 0.164 0.03 0.05 0.06 0.104
H 2.549 -2.558 -0.254 0.05 -0.06 0.01 0.120
H 6.591 -2.129 -1.841 -0.03 -0.04 0.01 0.129
H 6.495 0.323 -1.423 -0.03 0.03 0.03 0.127

***

(2)
73
Properties=species:S:1:pos:R:3:forces:R:3:lowdin_charge:R:1 method="wB97M-V/def2-TZVPD" lumo_energy_ev="-6.549 / -7.482" multiplicity=2 homo_ev="-13.75 / -14.32" homo_lumo_gap_ev="7.20 / 6.84" fmax_ha_per_bohr=0.015 charge=+2 energy_ha=-5444.658195
Fe 0.027 0.064 0.375 0.02 -0.73 0.27 0.209
C -4.493 2.010 -2.374 0.01 0.02 -0.01 -0.346
S -4.385 1.135 -0.804 0.04 -0.02 0.02 0.940
C -2.704 0.824 -0.695 0.09 -0.02 -0.14 -0.978
S -2.266 -0.061 0.823 -0.06 0.17 -0.09 0.761
N -1.856 1.173 -1.598 -0.02 -0.04 -0.01 0.001
N -0.554 0.811 -1.314 -0.19 -0.06 0.13 -0.092
C 0.344 0.995 -2.206 -0.24 0.06 0.00 0.006
C 1.691 0.587 -1.823 0.10 -0.02 -0.08 -0.225
C 2.777 0.684 -2.669 0.05 -0.01 -0.03 0.027
C 4.021 0.262 -2.211 -0.04 -0.01 0.01 -0.003
C 4.124 -0.238 -0.927 -0.06 0.01 0.03 -0.001
C 2.983 -0.304 -0.133 0.10 0.01 0.00 -0.064
N 1.792 0.097 -0.565 -0.01 0.12 -0.05 0.026
H -5.547 2.249 -2.502 0.00 0.00 0.00 0.050
H -4.154 1.372 -3.186 0.00 0.00 0.00 0.047
H -3.906 2.923 -2.334 0.00 0.00 -0.01 0.050
H 0.105 1.419 -3.176 0.02 0.02 0.01 0.153
H 2.651 1.080 -3.668 0.00 0.00 0.01 0.133
H 4.890 0.327 -2.851 0.00 0.00 0.00 0.131
H 5.070 -0.571 -0.526 0.00 -0.01 0.00 0.126
H 3.029 -0.680 0.880 0.00 0.00 -0.01 0.114
C 2.515 -2.996 4.642 -0.02 0.02 -0.01 -0.017
C 2.269 -1.714 5.141 0.01 0.00 0.02 -0.034
C 1.671 -0.761 4.353 0.03 -0.05 0.06 0.022
C 1.286 -1.086 3.026 -0.07 0.04 -0.13 -0.261
C 1.572 -2.385 2.521 0.06 -0.02 0.17 -0.031
C 2.173 -3.321 3.325 -0.01 0.01 -0.02 -0.042
N 0.705 -0.206 2.198 -0.08 0.24 -0.13 0.052
C 0.247 1.080 2.563 0.08 -0.16 0.02 -0.319
C -0.671 1.296 3.594 -0.06 0.01 0.09 -0.033
C -1.279 2.531 3.714 0.03 -0.05 0.01 -0.029
C -1.008 3.556 2.806 0.06 -0.04 -0.05 -0.039
C -0.101 3.346 1.785 -0.07 0.03 0.04 -0.035
C 0.538 2.110 1.658 0.03 0.00 -0.10 -0.059
H 2.986 -3.738 5.273 0.01 0.00 0.00 0.123
H 2.563 -1.467 6.152 0.01 0.00 0.00 0.124
H 1.514 0.241 4.728 -0.01 0.02 0.00 0.122
H 1.312 -2.611 1.497 -0.03 -0.02 -0.07 0.095
H 2.389 -4.310 2.942 -0.01 0.00 0.00 0.121
H -0.928 0.486 4.265 0.00 0.00 0.00 0.129
H -1.984 2.698 4.517 0.00 0.00 -0.01 0.125
H -1.495 4.515 2.913 0.00 0.00 0.00 0.121
H 0.144 4.147 1.100 0.01 0.00 0.00 0.122
H 1.349 1.996 0.947 0.03 0.02 0.01 0.113
C 0.253 -5.117 -3.029 0.00 0.00 0.01 -0.092
C -0.760 -4.395 -2.152 0.01 -0.01 -0.01 -0.288
C -1.175 -3.046 -2.726 0.03 0.05 0.00 -0.278
C -2.240 -2.328 -1.892 0.01 0.00 -0.01 -0.282
Ge -1.640 -2.095 -0.059 0.18 0.36 0.12 0.839
C -1.825 -3.358 1.412 -0.11 -0.01 -0.10 -0.292
C -3.214 -3.270 2.060 0.01 -0.01 0.00 -0.273
C -4.368 -3.359 1.061 0.03 0.00 0.01 -0.271
C -4.377 -4.643 0.239 0.00 0.00 0.00 -0.092
H 0.544 -6.073 -2.596 0.00 0.00 0.00 0.080
H 1.157 -4.519 -3.160 0.00 0.00 0.00 0.077
H -0.164 -5.313 -4.017 0.00 0.00 0.00 0.085
H -0.330 -4.252 -1.149 0.00 -0.01 -0.01 0.085
H -1.649 -5.019 -2.018 0.00 0.00 0.01 0.113
H -1.561 -3.181 -3.740 -0.01 -0.01 0.01 0.127
H -0.290 -2.406 -2.821 -0.01 0.00 -0.01 0.104
H -3.170 -2.898 -1.850 0.01 -0.01 -0.02 0.079
H -2.468 -1.344 -2.303 -0.03 0.00 0.00 0.061
H -0.065 -1.632 -0.161 0.05 0.08 -0.02 0.015
H -1.025 -3.161 2.125 -0.02 0.01 0.06 0.054
H -1.649 -4.350 0.991 0.03 0.01 -0.01 0.076
H -3.294 -2.340 2.628 0.00 0.00 -0.01 0.097
H -3.300 -4.082 2.786 0.01 -0.01 0.01 0.123
H -4.345 -2.486 0.392 0.00 0.02 -0.01 0.079
H -5.308 -3.272 1.607 0.00 0.01 0.01 0.120
H -3.478 -4.751 -0.375 -0.01 -0.01 0.01 0.044
H -5.234 -4.669 -0.434 0.00 -0.01 0.01 0.086
H -4.436 -5.519 0.885 0.00 0.00 0.01 0.090

***

(3)
12
Properties=species:S:1:pos:R:3:forces:R:3:lowdin_charge:R:1 method="wB97M-V/def2-TZVPD" lumo_energy_ev="-0.810 / -0.810" homo_ev="-9.38 / -9.38" homo_lumo_gap_ev="8.57 / 8.57" fmax_ha_per_bohr=0.071 energy_ha=-525.983387 smiles="O=NC(=O)N(O)O.O" de_lowest_kj_mol=0.0
N -0.874 -0.391 -0.674 -0.59 -3.53 -0.73 -0.001
N 1.287 -0.101 0.261 0.44 -0.37 -0.02 -0.154
C 0.116 0.493 -0.120 0.75 0.39 1.18 -0.457
O -1.015 -1.551 -0.255 1.25 2.13 -0.79 -0.013
O -2.397 0.375 0.416 -1.76 -0.02 -0.33 -0.033
O 1.601 -1.405 -0.085 0.10 0.28 -0.22 0.048
O 2.391 0.691 0.430 -0.07 -0.14 0.34 0.073
O -0.085 1.683 -0.019 -0.02 -0.40 -0.38 0.101
H -2.899 -0.106 -0.310 0.71 1.50 1.32 0.114
H -2.146 1.273 0.143 -0.49 -0.13 -0.21 0.065
H 1.322 -1.984 0.647 0.00 0.51 -0.09 0.126
H 2.698 1.022 -0.432 -0.31 -0.21 -0.07 0.130

***

(4)
34
Properties=species:S:1:pos:R:3:forces:R:3:lowdin_charge:R:1 method="wB97M-V/def2-TZVPD" lumo_energy_ev="-3.108 / -8.649" multiplicity=5 homo_ev="-6.95 / -11.96" homo_lumo_gap_ev="3.84 / 3.31" fmax_ha_per_bohr=0.116 charge=+1 energy_ha=-1850.076918
Ti -5.273 -28.885 -12.571 -0.43 -0.34 -0.39 0.912
F -6.527 -28.937 -14.471 0.92 0.06 1.34 -0.579
C -4.931 -25.381 -12.680 -1.13 1.59 -0.48 -0.784
O -4.614 -26.486 -12.420 0.70 -5.65 1.83 0.009
N -6.029 -24.743 -12.301 -2.01 1.23 0.96 0.177
N -4.188 -24.668 -13.470 2.04 2.07 -2.17 0.187
H -6.334 -24.028 -12.945 -0.41 -0.09 0.55 0.117
H -6.665 -25.108 -11.606 0.16 -0.07 -0.52 0.097
H -4.310 -23.666 -13.507 0.43 -0.31 -0.40 0.124
H -3.480 -25.177 -13.980 0.07 0.55 0.07 0.135
C -6.497 -31.957 -12.624 -0.16 1.59 -2.12 -0.730
O -5.393 -31.449 -12.377 -0.05 1.52 0.07 -0.031
N -7.415 -31.505 -13.490 -0.10 1.62 -1.05 0.169
N -6.864 -33.079 -12.111 -0.16 -3.53 2.69 0.172
H -8.245 -32.001 -13.780 0.40 -0.06 0.34 0.115
H -7.187 -30.671 -14.011 0.06 0.58 -0.27 0.053
H -6.276 -33.362 -11.340 -0.42 -0.55 -0.08 0.128
H -7.797 -33.441 -12.243 0.43 -0.05 0.30 0.123
C -5.798 -28.110 -9.388 0.86 -0.45 0.00 -0.710
O -5.410 -28.756 -10.292 1.79 -2.06 -4.18 0.021
N -7.040 -27.661 -9.288 -4.37 1.30 -0.35 0.355
N -5.137 -27.709 -8.319 0.98 1.47 3.34 0.339
H -7.676 -27.921 -10.028 -0.44 -0.87 -0.91 0.121
H -7.463 -26.923 -8.743 0.56 0.48 0.54 0.149
H -4.314 -28.097 -7.879 0.27 -0.25 -0.31 0.167
H -5.643 -26.979 -7.837 0.74 0.23 0.68 0.132
C -3.299 -29.182 -15.204 -0.63 0.96 0.47 -0.784
O -3.424 -29.144 -14.018 -0.70 0.20 5.24 -0.007
N -4.195 -28.667 -16.000 -1.94 0.70 -2.86 0.181
N -2.226 -29.591 -15.786 3.48 -1.88 -2.95 0.195
H -5.060 -28.318 -15.612 -0.44 -0.62 0.28 0.076
H -4.255 -29.159 -16.880 -0.47 0.59 -0.19 0.119
H -1.358 -29.903 -15.376 -0.66 -0.02 0.35 0.134
H -2.308 -29.667 -16.790 0.66 0.06 0.17 0.119